A structure of composition C66H72Br2InN2O17S. Source: the Open Molecules 2025 dataset; level of theory: ωB97M-V/def2-TZVPD.

Geometry (Å):
C1 6.59 -1.52 0.93
C2 6.09 -2.41 -0.30
O1 5.90 -1.61 -1.46
C3 4.99 -2.26 -2.39
C4 3.51 -1.73 -2.24
In1 2.20 -2.64 -3.88
C5 1.58 -0.93 -5.20
C6 0.36 -0.08 -4.67
C7 0.45 0.34 -3.15
C8 0.40 1.91 -2.89
C9 -0.44 2.22 -1.56
C10 0.48 2.51 -0.30
C11 0.28 1.47 0.87
C12 0.80 0.06 0.36
C13 1.42 -0.81 1.52
C14 2.96 -0.52 1.73
O2 3.25 0.88 1.64
C15 4.02 1.22 0.48
C16 0.50 -3.82 -2.99
C17 -0.33 -3.02 -1.88
C18 -0.33 -3.77 -0.47
C19 -1.50 -4.84 -0.33
S1 -2.30 -4.52 1.33
C20 -3.75 -3.52 0.97
N1 -4.66 -3.01 1.82
N2 -5.54 -2.37 0.99
C21 -5.17 -2.48 -0.27
O3 -4.00 -3.23 -0.34
C22 3.55 -3.98 -5.16
Br1 4.20 -3.21 -6.88
C23 3.93 -5.24 -4.83
C24 4.82 -6.18 -5.72
Br2 3.38 -6.04 -3.11
H1 6.88 -0.50 0.57
H2 5.80 -1.43 1.71
H3 7.50 -2.00 1.37
H4 5.12 -2.90 0.02
H5 6.83 -3.24 -0.43
H6 4.98 -3.34 -2.12
H7 5.29 -2.07 -3.45
H8 3.06 -1.97 -1.23
H9 3.55 -0.61 -2.35
H10 2.47 -0.27 -5.43
H11 1.27 -1.36 -6.19
H12 -0.59 -0.60 -4.96
H13 0.36 0.89 -5.27
H14 1.34 -0.09 -2.62
H15 -0.45 -0.11 -2.64
H16 0.02 2.47 -3.78
H17 1.45 2.23 -2.64
H18 -1.07 3.12 -1.77
H19 -1.14 1.39 -1.28
H20 1.56 2.64 -0.55
H21 0.14 3.51 0.11
H22 0.87 1.78 1.78
H23 -0.79 1.34 1.15
H24 -0.07 -0.50 -0.06
H25 1.60 0.27 -0.38
H26 1.32 -1.91 1.31
H27 0.81 -0.60 2.44
H28 3.60 -1.14 1.03
H29 3.21 -0.88 2.77
H30 3.68 2.25 0.17
H31 3.79 0.57 -0.41
H32 5.12 1.20 0.65
H33 0.82 -4.77 -2.49
H34 -0.16 -4.15 -3.84
H35 0.09 -2.01 -1.67
H36 -1.39 -2.98 -2.25
H37 0.67 -4.21 -0.23
H38 -0.53 -2.96 0.28
H39 -2.24 -4.80 -1.16
H40 -1.03 -5.86 -0.27
H41 -5.65 -2.09 -1.19
H42 4.90 -5.84 -6.77
H43 5.80 -6.39 -5.22
H44 4.28 -7.17 -5.75
C25 5.60 6.03 3.56
C26 5.92 5.37 2.45
C27 5.29 4.07 2.12
O4 5.59 3.46 1.11
C28 4.29 3.53 3.07
C29 3.97 4.19 4.19
C30 4.60 5.49 4.52
O5 4.30 6.10 5.53
H45 6.04 6.98 3.82
H46 6.65 5.74 1.75
H47 3.84 2.57 2.82
H48 3.24 3.81 4.89
C31 6.27 -5.44 5.59
C32 5.73 -4.30 5.17
C33 6.51 -3.34 4.36
O6 6.03 -2.29 3.98
C34 7.91 -3.70 4.03
C35 8.45 -4.84 4.45
C36 7.66 -5.80 5.26
O7 8.15 -6.85 5.64
H49 5.71 -6.16 6.18
H50 4.71 -4.02 5.40
H51 8.47 -2.98 3.44
H52 9.47 -5.12 4.23
C37 -5.51 3.38 1.87
C38 -4.40 2.91 1.31
C39 -4.11 1.46 1.31
O8 -3.09 1.02 0.79
C40 -5.08 0.56 1.96
C41 -6.19 1.03 2.52
C42 -6.49 2.48 2.52
O9 -7.51 2.92 3.03
H53 -5.75 4.44 1.88
H54 -3.67 3.55 0.82
H55 -4.84 -0.50 1.94
H56 -6.92 0.38 3.00
C43 -5.13 3.23 -4.81
C44 -4.20 3.10 -5.75
C45 -2.99 2.27 -5.53
O10 -2.14 2.16 -6.39
C46 -2.86 1.58 -4.22
C47 -3.80 1.71 -3.28
C48 -5.00 2.54 -3.50
O11 -5.86 2.65 -2.64
H57 -6.02 3.83 -4.95
H58 -4.28 3.59 -6.71
H59 -1.97 0.98 -4.08
H60 -3.72 1.21 -2.32
C49 -0.26 -6.74 6.56
C50 0.80 -5.96 6.37
C51 1.38 -5.76 5.02
O12 2.35 -5.05 4.84
C52 0.72 -6.45 3.89
C53 -0.34 -7.22 4.08
C54 -0.92 -7.43 5.43
O13 -1.89 -8.13 5.60
H61 -0.69 -6.90 7.54
H62 1.30 -5.44 7.19
H63 1.16 -6.29 2.91
H64 -0.83 -7.74 3.26
C55 -4.28 6.73 0.28
C56 -4.79 7.86 -0.19
C57 -3.96 8.79 -1.00
O14 -4.42 9.82 -1.44
C58 -2.56 8.40 -1.27
C59 -2.06 7.26 -0.79
C60 -2.88 6.34 0.02
O15 -2.43 5.29 0.45
H65 -4.87 6.04 0.88
H66 -5.81 8.16 -0.01
H67 -1.97 9.09 -1.86
H68 -1.03 6.96 -0.97
C61 -9.13 3.12 -1.71
C62 -8.25 4.08 -1.45
C63 -8.66 5.34 -0.78
O16 -7.85 6.21 -0.54
C64 -10.08 5.48 -0.40
C65 -10.96 4.52 -0.66
C66 -10.56 3.26 -1.33
O17 -11.36 2.39 -1.57
H69 -8.85 2.20 -2.20
H70 -7.20 3.99 -1.72
H71 -10.36 6.40 0.09
H72 -12.01 4.61 -0.39

As for the total charge: -1. The HOMO energy is -5.12 eV. As for the total energy: -9682.6804 Eh.



A structure of composition C67H55GaGeN6. Source: the Open Molecules 2025 dataset; level of theory: ωB97M-V/def2-TZVPD.

Geometry (Å):
Ga1 0.09 -0.31 0.63
C1 -4.14 -2.01 6.71
C2 -4.89 -1.44 5.70
C3 -4.32 -1.13 4.47
C4 -2.97 -1.38 4.23
C5 -2.22 -1.95 5.27
C6 -2.79 -2.26 6.49
C7 -2.28 -1.07 2.96
C8 -2.35 0.17 2.35
C9 -3.24 1.29 2.64
C10 -3.01 2.25 1.72
C11 -1.91 1.79 0.88
N1 -1.55 0.53 1.31
C12 -1.22 2.49 -0.07
C13 0.10 1.93 -0.61
C14 0.97 2.82 -1.44
C15 2.23 2.73 -1.00
C16 2.23 1.77 0.12
C17 3.35 0.94 0.49
C18 4.69 1.47 0.68
C19 5.76 0.64 1.07
C20 7.03 1.15 1.29
C21 7.28 2.51 1.17
C22 6.23 3.36 0.85
C23 4.96 2.85 0.62
C24 3.10 -0.46 0.27
N2 1.95 -1.11 0.55
C25 2.02 -2.39 -0.02
C26 1.04 -3.35 0.14
C27 1.15 -4.65 -0.57
C28 0.09 -5.04 -1.39
C29 0.13 -6.24 -2.08
C30 1.23 -7.07 -1.96
C31 2.29 -6.70 -1.15
C32 2.26 -5.50 -0.46
C33 -0.10 -3.19 0.98
C34 -0.86 -4.18 1.62
C35 -1.72 -3.54 2.49
C36 -1.51 -2.15 2.35
N3 -0.51 -1.96 1.45
C37 3.27 -2.50 -0.71
C38 3.95 -1.35 -0.49
N4 1.00 1.50 0.48
C39 -1.75 3.78 -0.55
C40 -3.06 3.86 -1.04
C41 -3.57 5.06 -1.51
C42 -2.79 6.20 -1.51
C43 -1.49 6.15 -1.02
C44 -0.98 4.95 -0.54
H1 -4.60 -2.26 7.66
H2 -5.95 -1.25 5.86
H3 -4.93 -0.72 3.68
H4 -1.17 -2.17 5.10
H5 -2.19 -2.70 7.28
H6 -3.97 1.32 3.43
H7 -3.50 3.20 1.63
H8 0.62 3.34 -2.32
H9 3.11 3.15 -1.45
H10 5.59 -0.41 1.22
H11 7.83 0.48 1.55
H12 8.28 2.91 1.34
H13 6.39 4.42 0.78
H14 4.16 3.54 0.39
H15 -0.76 -4.38 -1.49
H16 -0.70 -6.52 -2.71
H17 1.25 -8.02 -2.49
H18 3.15 -7.35 -1.05
H19 3.08 -5.22 0.19
H20 -0.77 -5.25 1.46
H21 -2.45 -3.99 3.15
H22 3.59 -3.35 -1.29
H23 4.92 -1.09 -0.89
H24 -3.65 2.96 -1.05
H25 -4.58 5.10 -1.90
H26 -3.19 7.14 -1.89
H27 -0.87 7.03 -1.00
H28 0.03 4.91 -0.14
C45 -0.08 0.49 -1.27
Ge1 -0.97 0.25 -3.00
C46 -2.90 -0.12 -3.00
C47 -3.61 -0.39 -1.83
C48 -4.99 -0.57 -1.87
C49 -5.66 -0.49 -3.08
C50 -4.96 -0.24 -4.25
C51 -3.59 -0.06 -4.21
C52 0.01 -1.27 -3.79
C53 -0.65 -2.38 -4.32
C54 0.05 -3.46 -4.83
C55 1.44 -3.46 -4.82
C56 2.12 -2.36 -4.30
C57 1.41 -1.28 -3.79
C58 -0.74 1.82 -4.19
C59 -1.67 2.87 -4.15
C60 -1.47 4.02 -4.89
C61 -0.35 4.15 -5.70
C62 0.56 3.11 -5.78
C63 0.37 1.95 -5.02
H29 0.95 0.25 -1.60
H30 -3.08 -0.44 -0.88
H31 -5.54 -0.77 -0.96
H32 -6.74 -0.61 -3.11
H33 -5.48 -0.18 -5.20
H34 -3.03 0.13 -5.12
H35 -1.74 -2.39 -4.32
H36 -0.49 -4.31 -5.23
H37 1.99 -4.30 -5.20
H38 3.20 -2.35 -4.28
H39 1.96 -0.44 -3.38
H40 -2.55 2.77 -3.52
H41 -2.19 4.83 -4.82
H42 -0.21 5.05 -6.28
H43 1.43 3.19 -6.42
H44 1.09 1.15 -5.08
N5 2.07 1.16 5.41
C64 2.08 -0.31 5.11
C65 1.91 -0.49 3.60
N6 0.72 0.17 3.11
C66 0.69 1.58 3.44
C67 0.79 1.80 4.95
H45 2.84 1.60 4.88
H46 2.23 1.33 6.40
H47 1.26 -0.76 5.66
H48 3.03 -0.73 5.46
H49 1.85 -1.55 3.37
H50 2.78 -0.09 3.07
H51 -0.13 -0.29 3.42
H52 -0.22 2.03 3.06
H53 1.53 2.08 2.94
H54 -0.03 1.31 5.47
H55 0.81 2.86 5.21

The value obtained for the energy above the lowest of the compared OMol25 structures with the same formula, charge and spin is 0.0 kcal/mol. As for the total charge: 0. The HOMO energy is -5.39 eV. As for the total energy: -6916.3704 Eh.



Values for HOMO-LUMO gap, eV, ordered as above
4.7; 4.5